*w*
14
Properties=species:S:1:pos:R:3 method="wB97M-V/def2-TZVPD" molar_mass_g_mol=118.1 multiplicity=1
C 0.095 0.322 -0.185
C -1.357 0.517 -0.121
H 2.529 -0.029 0.822
H 2.468 -1.464 -0.117
H 0.110 2.334 -0.131
H 1.638 1.734 -0.461
H -3.072 -0.694 0.068
H -0.624 -1.902 -0.053
N 2.163 -0.591 0.032
N 0.825 -0.807 0.000
N 0.768 1.446 -0.015
N -2.045 -0.672 -0.406
O -1.926 1.631 0.300
O -1.572 -1.825 0.267

*x*
14
Properties=species:S:1:pos:R:3 method="wB97M-V/def2-TZVPD" molar_mass_g_mol=118.1 multiplicity=1
C 0.350 1.225 -1.148
C -1.490 -0.963 0.606
H 1.266 -0.620 0.361
H 2.227 -1.294 -0.809
H 0.018 2.084 -1.923
H -0.735 2.113 0.075
H -2.392 -1.623 0.427
H 0.498 0.235 1.374
N 1.240 -0.810 -0.660
N 1.242 0.413 -1.520
N -0.431 1.130 -0.066
N -0.603 -1.526 1.384
O -1.548 0.330 -0.066
O 0.358 -0.694 1.964

If we sort the structures by their calculated energies, the order from most to least stable is *w*, *x*.